The following is a DFT calculation (ωB97M-V/def2-TZVPD) of one molecule with the formula C22H17N3O2S.

Values from the calculation:
HOMO level = -8.28 eV
DFT total energy = -1561.472523 Ha
Energy relative to the best compared isomer or geometry (same formula, charge and spin) = 142.74 kJ/mol
Structure (SMILES) = COc1ccccc1-c1cc(C(=O)N/N=C/c2cccs2)c2ccccc2n1

The geometry in ORCA input format:
```
! wB97M-V def2-TZVPD RIJCOSX def2/J DEFGRID3
* xyz 0 1
C -1.212 3.675 -1.412
O -0.373 2.593 -1.739
C 0.573 2.761 -2.711
C 0.805 3.971 -3.355
C 1.754 4.068 -4.357
C 2.478 2.955 -4.746
C 2.253 1.748 -4.114
C 1.321 1.630 -3.088
C 1.139 0.312 -2.462
C 0.831 0.182 -1.089
C 0.639 -1.065 -0.547
C 0.293 -1.201 0.901
O 0.797 -2.011 1.652
N -0.668 -0.297 1.273
N -1.237 -0.060 2.474
C -0.947 -0.713 3.533
C -1.605 -0.377 4.756
C -1.434 -0.966 5.985
C -2.240 -0.395 6.984
C -3.015 0.620 6.511
S -2.779 0.902 4.835
C 0.796 -2.208 -1.376
C 0.626 -3.535 -0.939
C 0.812 -4.577 -1.806
C 1.165 -4.342 -3.144
C 1.328 -3.065 -3.604
C 1.145 -1.967 -2.736
N 1.300 -0.732 -3.241
H -1.904 3.294 -0.662
H -0.646 4.510 -0.986
H -1.778 4.023 -2.282
H 0.246 4.852 -3.081
H 1.919 5.021 -4.837
H 3.211 3.029 -5.534
H 2.798 0.862 -4.399
H 0.788 1.067 -0.474
H -1.035 0.320 0.559
H -0.223 -1.523 3.583
H -0.751 -1.779 6.154
H -2.245 -0.721 8.009
H -3.716 1.223 7.054
H 0.368 -3.719 0.092
H 0.688 -5.593 -1.463
H 1.305 -5.181 -3.810
H 1.594 -2.857 -4.628
*
```

---

The following is a DFT calculation (ωB97M-V/def2-TZVPD) of C22H18Br2N4O2Pt as an isolated structure.

Values from the calculation:
HOMO level (alpha / beta) = -5.62 / -8.02 eV
Expectation value of S² = 2.04
DFT total energy = -6485.950476 Ha

The geometry in ORCA input format:
```
! wB97M-V def2-TZVPD RIJCOSX def2/J DEFGRID3
* xyz 0 3
Pt -0.421 0.593 -0.945
C -1.198 4.815 -0.186
C -0.653 3.475 0.235
O -0.462 2.678 -0.721
C -0.375 3.300 1.625
C 0.334 2.257 2.187
C 0.897 2.331 3.573
N 0.556 1.203 1.392
N 1.654 0.510 1.607
C 2.065 -0.063 0.468
O 1.621 0.226 -0.694
C 3.215 -0.998 0.545
C 3.932 -1.301 -0.609
C 4.987 -2.200 -0.553
C 5.322 -2.804 0.652
C 4.607 -2.502 1.804
C 3.560 -1.595 1.754
H -2.158 4.674 -0.685
H -0.516 5.256 -0.914
H -1.328 5.499 0.649
H -0.585 4.153 2.255
H 0.581 3.242 4.075
H 1.986 2.300 3.523
H 0.584 1.463 4.154
H 3.656 -0.827 -1.541
H 5.548 -2.429 -1.450
H 6.142 -3.510 0.694
H 4.867 -2.974 2.743
H 3.000 -1.346 2.645
Br -6.998 0.158 -1.623
C -5.123 0.313 -1.499
C -4.542 1.600 -1.541
C -3.181 1.677 -1.422
N -2.394 0.601 -1.271
C -2.947 -0.665 -1.296
C -4.356 -0.801 -1.385
C -2.025 -1.725 -1.276
C -2.357 -3.102 -1.329
C -1.360 -4.019 -1.410
Br -1.777 -5.856 -1.489
C -0.005 -3.627 -1.446
C 0.265 -2.288 -1.353
N -0.694 -1.355 -1.243
H -5.137 2.491 -1.665
H -2.663 2.623 -1.454
H -4.810 -1.780 -1.373
H -3.390 -3.414 -1.314
H 0.797 -4.343 -1.535
H 1.277 -1.914 -1.361
*
```

---

The following is a DFT calculation (ωB97M-V/def2-TZVPD) of C22H18Cl3N5O2RuS as an isolated structure.

Values from the calculation:
HOMO level (alpha / beta) = -10.82 / -10.87 eV
Expectation value of S² = 0.76
DFT total energy = -3146.956381 Ha
Energy relative to the best compared isomer or geometry (same formula, charge and spin) = 47.94 kJ/mol

The geometry in ORCA input format:
```
! wB97M-V def2-TZVPD RIJCOSX def2/J DEFGRID3
* xyz 1 2
Ru 0.544 0.191 -0.383
C 2.272 1.034 3.576
C 2.094 0.804 2.208
N 0.922 0.486 1.685
C -0.152 0.414 2.514
C -0.060 0.607 3.894
C 1.202 0.923 4.424
C -1.245 0.485 4.698
C -2.438 0.195 4.139
C -2.562 0.018 2.719
C -3.771 -0.285 2.072
C -3.783 -0.442 0.709
C -2.595 -0.272 -0.012
N -1.456 0.031 0.575
C -1.426 0.152 1.917
H 3.258 1.284 3.940
H 2.930 0.845 1.525
H 1.314 1.082 5.489
H -1.156 0.628 5.767
H -3.325 0.097 4.752
H -4.678 -0.396 2.652
H -4.694 -0.680 0.179
H -2.580 -0.365 -1.089
S 2.812 -0.174 -0.836
C 2.765 1.575 -0.976
C 3.767 2.454 -1.356
C 3.447 3.798 -1.455
C 2.154 4.232 -1.187
C 1.204 3.301 -0.816
N 1.521 2.011 -0.700
H 4.756 2.083 -1.583
H 4.205 4.509 -1.755
H 1.881 5.273 -1.276
H 0.173 3.560 -0.617
C -0.874 -4.071 -2.896
N -0.038 -3.999 -1.696
C 0.803 -5.145 -1.356
C 0.078 -2.872 -1.056
N 0.167 -1.879 -0.471
H -1.608 -4.869 -2.784
H -0.251 -4.269 -3.769
H -1.384 -3.122 -3.040
H 0.174 -6.017 -1.173
H 1.374 -4.925 -0.458
H 1.490 -5.360 -2.174
Cl 0.135 1.138 -5.176
C -1.218 1.110 -4.049
Cl -2.253 -0.313 -4.370
Cl -2.173 2.574 -4.214
C -0.709 0.934 -2.599
O 0.179 0.042 -2.436
O -1.193 1.586 -1.676
*
```

---

The following is a DFT calculation (ωB97M-V/def2-TZVPD) of C22H18ClN4O4OsS3 as an isolated structure.

Values from the calculation:
HOMO level = -11.03 eV
DFT total energy = -3114.354289 Ha
Energy relative to the best compared isomer or geometry (same formula, charge and spin) = 189.02 kJ/mol

The geometry in ORCA input format:
```
! wB97M-V def2-TZVPD RIJCOSX def2/J DEFGRID3
* xyz 1 1
Os 0.503 0.665 -0.714
O -0.063 -1.209 3.233
C -0.338 -2.460 2.796
C -0.651 -3.396 3.783
C -0.978 -4.690 3.441
C -1.006 -5.090 2.104
C -0.715 -4.171 1.125
C -0.380 -2.852 1.445
C -0.114 -1.897 0.361
O 0.415 -0.741 0.701
N -0.358 -2.142 -0.865
N 0.027 -1.009 -1.603
C -0.040 -1.180 -2.915
S -0.626 -2.650 -3.545
C -0.184 -2.240 -5.266
C -0.293 -0.740 -5.447
S 0.479 0.050 -3.996
H 0.221 -0.660 2.483
H -0.629 -3.072 4.815
H -1.215 -5.401 4.221
H -1.253 -6.110 1.843
H -0.732 -4.453 0.080
H -0.872 -2.775 -5.919
H 0.830 -2.595 -5.445
H -1.328 -0.410 -5.509
H 0.248 -0.401 -6.329
Cl -2.266 3.643 5.382
C -1.851 3.574 3.711
C -1.606 4.756 3.024
C -1.267 4.697 1.686
C -1.158 3.463 1.043
C -1.424 2.288 1.746
C -1.771 2.339 3.083
C -0.752 3.492 -0.375
O -0.654 4.407 -1.112
O -0.436 2.199 -0.920
H -1.682 5.704 3.538
H -1.069 5.602 1.128
H -1.370 1.325 1.260
H -1.977 1.434 3.637
C 5.938 -0.236 3.046
C 4.551 0.242 2.771
C 3.641 0.553 3.777
C 2.381 0.980 3.401
N 2.023 1.103 2.121
C 2.965 0.779 1.255
S 2.619 0.918 -0.519
N 4.193 0.361 1.485
H 6.169 -0.210 4.109
H 6.654 0.379 2.503
H 6.050 -1.259 2.685
H 3.911 0.473 4.820
H 1.629 1.237 4.139
*
```

---

The following is a DFT calculation (ωB97M-V/def2-TZVPD) of C22H18Co2O9 as an isolated structure.

Values from the calculation:
HOMO level = 0.15 eV
DFT total energy = -4291.660879 Ha
Energy relative to the best compared isomer or geometry (same formula, charge and spin) = 0.00 kJ/mol

The geometry in ORCA input format:
```
! wB97M-V def2-TZVPD RIJCOSX def2/J DEFGRID3
* xyz -2 1
C -3.414 -0.475 0.692
C -2.352 0.585 0.806
O -1.184 -0.034 1.459
C -0.148 0.798 1.613
C 1.115 0.128 2.076
C 0.985 -1.359 1.953
C 2.261 0.742 1.316
C 3.265 -0.241 0.746
O 2.429 1.971 1.237
O -0.303 2.001 1.282
H -4.353 -0.016 0.357
H -3.121 -1.201 -0.076
H -3.594 -0.988 1.646
H -2.061 0.969 -0.182
H -2.676 1.406 1.447
H 0.020 -1.733 2.310
H 1.105 -1.631 0.894
H 1.768 -1.887 2.515
H 3.611 -0.939 1.520
H 2.888 -0.834 -0.106
H 4.135 0.290 0.353
O -1.191 -1.278 4.376
C -0.249 -0.592 4.355
Co 1.238 0.349 4.663
C 1.501 -0.607 6.056
O 1.548 -1.209 7.049
C 3.089 0.365 4.207
O 4.085 -0.253 4.115
C 0.675 2.055 5.608
C 0.093 2.082 6.927
C -1.095 1.358 7.165
C -1.586 1.190 8.458
C -0.934 1.803 9.531
C 0.202 2.596 9.302
C 0.715 2.750 8.006
C 1.642 2.535 4.789
C 2.959 2.172 4.374
Co 0.074 3.011 4.092
C -1.344 1.965 3.839
O -2.396 1.465 3.880
C 0.517 3.540 2.292
O 0.781 4.314 1.471
C -0.663 4.486 4.707
O -1.173 5.413 5.162
H -1.627 0.936 6.304
H -2.487 0.590 8.613
H -1.312 1.694 10.543
H 0.711 3.115 10.127
H 1.584 3.388 7.787
H 3.190 2.469 3.339
H 3.726 2.334 5.152
*
```

---

The following is a DFT calculation (ωB97M-V/def2-TZVPD) of a 2-piece molecular cluster, C22H18F3NO2 overall.

Values from the calculation:
HOMO level = -7.87 eV
DFT total energy = -1353.871272 Ha

The geometry in ORCA input format:
```
! wB97M-V def2-TZVPD RIJCOSX def2/J DEFGRID3
* xyz 0 1
C -1.233 1.241 2.753
N -0.018 0.563 2.328
C 0.913 0.450 3.298
C 2.313 1.010 2.869
F 2.324 1.650 1.659
F 2.777 1.881 3.813
F 3.190 -0.028 2.790
O 0.815 -0.064 4.431
H -1.135 2.352 2.743
H -2.044 0.983 2.056
H -1.537 0.917 3.766
C -0.370 4.295 -3.830
C 0.526 3.242 -4.049
C 0.068 1.934 -4.113
C -1.298 1.706 -3.950
O -1.719 0.369 -3.851
C -1.504 -0.221 -2.607
C -2.352 0.135 -1.557
C -2.068 -0.320 -0.286
C -0.901 -1.100 -0.028
C -0.607 -1.456 1.318
C 0.474 -2.314 1.719
C 0.252 -3.234 2.781
C 1.258 -4.094 3.184
C 2.511 -4.069 2.561
C 2.764 -3.134 1.544
C 1.761 -2.269 1.119
C -0.128 -1.519 -1.146
C -0.429 -1.101 -2.428
C -2.226 2.740 -3.781
C -1.740 4.040 -3.701
H 0.003 5.317 -3.759
H 1.597 3.421 -4.162
H 0.723 1.071 -4.255
H -3.197 0.789 -1.773
H -2.769 -0.112 0.520
H -1.426 -1.337 2.038
H -0.740 -3.252 3.235
H 1.059 -4.794 4.000
H 3.299 -4.755 2.882
H 3.746 -3.088 1.068
H 1.952 -1.553 0.308
H 0.689 -2.227 -1.004
H 0.158 -1.417 -3.286
H -3.287 2.496 -3.688
H -2.447 4.858 -3.530
*
```

---

Q: Which of these has the highest DFT total energy?
A: C22H18F3NO2

---

Q: Which of these has the highest DFT total energy?
A: C22H18F3NO2

---

Q: What is the DFT total energy in the fifth record?
A: -4291.660879 Ha

---

Q: Among the records above, which one has the lowest DFT total energy?
A: C22H18Br2N4O2Pt